C4H12N2O in the gas phase in a non-equilibrium geometry. Source: the OMol25 dataset; level of theory: ωB97M-V with the def2-TZVPD basis set.

Bonds (Å) are listed after each position.
Positions of all 19 atoms, in Å:
1 C -0.34 1.95 0.09  C2 1.518, H8 1.093, H9 1.095, H10 1.093
2 C 0.05 0.65 0.77  C1 1.518, O3 1.575, C4 1.498, H11 1.092
3 O -1.27 0.04 1.38  C2 1.575, H12 0.982
4 C 0.56 -0.45 -0.11  C2 1.498, C5 1.871, N6 1.432, N7 1.423
5 C -1.01 -1.24 -0.74  C4 1.871, H13 1.089, H14 1.091, H15 1.089
6 N 1.27 -1.49 0.57  C4 1.432, H16 1.017, H17 1.017
7 N 1.38 -0.10 -1.22  C4 1.423, H18 1.019, H19 1.014
8 H -0.81 2.64 0.80  C1 1.093
9 H 0.53 2.46 -0.35  C1 1.095
10 H -1.07 1.78 -0.70  C1 1.093
11 H 0.68 0.83 1.64  C2 1.092
12 H -1.70 0.66 2.00  O3 0.982
13 H -1.99 -0.80 -0.93  C5 1.089
14 H -0.71 -1.49 -1.76  C5 1.091
15 H -1.07 -2.10 -0.07  C5 1.089
16 H 2.21 -1.19 0.78  N6 1.017
17 H 0.80 -1.71 1.44  N6 1.017
18 H 1.59 -0.96 -1.73  N7 1.019
19 H 0.89 0.52 -1.86  N7 1.014

**Energy above the lowest of the compared OMol25 structures with the same formula, charge and spin**: 2.344 eV
**Total energy**: -9368.8499 eV
**SMILES**: C[C@@H](O)C(C)(N)N
**Multiplicity**: 1
**HOMO energy**: -8.7 eV

Here are the natural (NBO) charges for atoms 1 to 5, given in e:
1. C -0.643
2. C 0.071
3. O -0.772
4. C 0.310
5. C -0.644